(1)
A cluster of 4 separate species, C2H11NO4 in total, computed with wB97M-V/def2-TZVPD.

```
18
Properties=species:S:1:pos:R:3:nbo_charge:R:1
C -1.835 -0.518 -0.458 -0.75
C -0.873 0.409 0.222 0.67
N -0.427 0.011 1.459 -0.82
O -0.855 1.591 -0.064 -0.64
H -2.767 -0.819 0.012 0.24
H -2.067 -0.202 -1.480 0.24
H -1.325 -1.439 -0.793 0.23
H -0.681 -0.905 1.732 0.40
H -0.002 0.806 1.898 0.42
H 1.947 -2.634 1.036 0.47
H 3.161 -1.734 1.172 0.48
O 2.199 -1.720 1.264 -0.94
H 0.154 4.775 -0.783 0.46
H -0.482 3.768 0.160 0.49
O -0.609 4.652 -0.202 -0.95
H 1.499 -1.791 -2.474 0.47
H 1.605 -1.867 -0.960 0.48
O 1.359 -2.383 -1.742 -0.95
```

The largest force on an atom is 0.071 hartree/bohr. The calculation puts the energy relative to the best compared isomer or geometry (same formula, charge and spin) at 1.258 eV. The spin multiplicity is 1. The SMILES is CC(N)=O.O.O.O. The HOMO energy is -9.99 eV. Its total charge is 0. As for the HOMO-LUMO gap: 10.316 eV. The LUMO energy is 0.33 eV. The value obtained for the total energy is -11932.4992 eV.

(2)
A cluster of 4 separate species, C2H11NO4 in total, computed with wB97M-V/def2-TZVPD.

```
18
Properties=species:S:1:pos:R:3:nbo_charge:R:1
C -1.297 -0.321 1.876 0.56
N -1.782 -1.538 1.366 -0.71
C -1.349 -2.816 1.840 -0.40
O -0.557 0.419 1.285 -0.54
H -1.439 -0.250 2.969 0.10
H -2.403 -1.428 0.578 0.40
H -1.087 -2.738 2.898 0.20
H -2.138 -3.561 1.776 0.21
H -0.472 -3.200 1.322 0.18
H 1.646 -1.349 -0.678 0.46
H 0.726 -0.251 -0.302 0.48
O 1.383 -0.473 -0.983 -0.95
H 2.121 3.455 -1.504 0.48
H 1.611 2.310 -0.770 0.47
O 2.130 3.109 -0.600 -0.95
H 0.472 2.286 -3.517 0.48
H 1.255 3.428 -4.185 0.48
O 1.181 2.919 -3.371 -0.95
```

The largest force on an atom is 0.052 hartree/bohr. The calculation puts the energy relative to the best compared isomer or geometry (same formula, charge and spin) at 2.031 eV. The spin multiplicity is 1. The SMILES is CNC=O.O.O.O. The HOMO energy is -9.80 eV. Its total charge is 0. As for the HOMO-LUMO gap: 10.433 eV. The LUMO energy is 0.64 eV. The value obtained for the total energy is -11931.7259 eV.

(3)
A cluster of 4 separate species, C2H11NO4 in total, computed with wB97M-V/def2-TZVPD.

```
18
Properties=species:S:1:pos:R:3:nbo_charge:R:1
O 0.711 0.776 0.028 -0.56
C 1.725 0.140 -0.134 0.44
C 2.181 -0.989 0.746 -0.35
N 1.210 -1.307 1.808 -0.79
H 2.424 0.466 -0.931 0.11
H 2.475 -1.916 0.253 0.24
H 3.136 -0.651 1.175 0.22
H 0.423 -1.710 1.300 0.34
H 0.777 -0.429 2.106 0.36
H -1.226 -1.772 -1.903 0.47
H -1.095 -2.055 -0.477 0.46
O -1.198 -2.535 -1.310 -0.92
H -0.311 3.312 -0.761 0.47
H -0.828 2.719 -2.028 0.47
O -1.134 2.984 -1.152 -0.94
H -2.679 1.508 0.242 0.48
H -1.594 0.489 0.389 0.47
O -2.563 0.562 0.413 -0.95
```

The largest force on an atom is 0.022 hartree/bohr. The calculation puts the energy relative to the best compared isomer or geometry (same formula, charge and spin) at 1.920 eV. The spin multiplicity is 1. The SMILES is NCC=O.O.O.O. The HOMO energy is -10.31 eV. Its total charge is 0. As for the HOMO-LUMO gap: 10.645 eV. The LUMO energy is 0.33 eV. The value obtained for the total energy is -11931.8372 eV.

(4)
A cluster of 4 separate species, C2H11NO5 in total, computed with wB97M-V/def2-TZVPD.

```
19
Properties=species:S:1:pos:R:3:nbo_charge:R:1
O -0.385 -0.847 1.480 -0.63
C -0.965 -1.320 0.528 0.55
N -0.635 -1.156 -0.781 -0.64
C 0.449 -0.277 -1.159 0.07
O -0.019 0.750 -2.033 -0.73
H -1.866 -1.938 0.671 0.11
H -1.007 -1.813 -1.449 0.40
H 0.825 0.248 -0.295 0.22
H 1.236 -0.840 -1.651 0.18
H -0.414 0.391 -2.833 0.47
H -1.371 1.898 -1.044 0.47
H -0.660 2.155 0.248 0.48
O -1.370 2.530 -0.308 -0.98
H 1.925 -1.310 1.051 0.49
H 2.588 -2.666 0.897 0.47
O 2.114 -1.994 0.395 -0.96
H 0.757 2.619 1.890 0.48
H -0.180 1.553 2.430 0.49
O 0.397 1.748 1.673 -0.94
```

The largest force on an atom is 0.026 hartree/bohr. The calculation puts the energy relative to the best compared isomer or geometry (same formula, charge and spin) at 0.823 eV. The spin multiplicity is 1. The SMILES is O=CNCO.O.O.O. The HOMO energy is -10.09 eV. Its total charge is 0. As for the HOMO-LUMO gap: 10.623 eV. The LUMO energy is 0.53 eV. The value obtained for the total energy is -13980.0539 eV.

(5)
A cluster of 4 separate species, C2H11NO5 in total, computed with wB97M-V/def2-TZVPD.

```
19
Properties=species:S:1:pos:R:3:nbo_charge:R:1
O 0.049 -2.046 0.693 -0.64
C -0.778 -1.560 -0.055 0.53
N -0.430 -0.497 -0.849 -0.64
C 0.909 -0.412 -1.406 0.09
O 0.859 0.122 -2.710 -0.71
H -1.787 -1.959 -0.109 0.13
H -1.204 -0.144 -1.393 0.40
H 1.478 0.339 -0.852 0.18
H 1.454 -1.354 -1.400 0.19
H 0.559 -0.540 -3.363 0.47
H -3.035 3.453 1.353 0.47
H -2.493 3.707 -0.009 0.46
O -3.078 4.092 0.634 -0.94
H 2.005 -2.455 1.105 0.49
H 2.917 -3.525 0.449 0.47
O 2.892 -2.622 0.780 -0.96
H 0.375 2.725 2.362 0.48
H -0.189 1.285 2.251 0.48
O -0.432 2.204 2.374 -0.95
```

The largest force on an atom is 0.040 hartree/bohr. The calculation puts the energy relative to the best compared isomer or geometry (same formula, charge and spin) at 1.146 eV. The spin multiplicity is 1. The SMILES is O=CNCO.O.O.O. The HOMO energy is -10.54 eV. Its total charge is 0. As for the HOMO-LUMO gap: 10.810 eV. The LUMO energy is 0.27 eV. The value obtained for the total energy is -13979.7314 eV.

(6)
A cluster of 5 separate species, C2H11NO7 in total, computed with wB97M-V/def2-TZVPD.

```
21
Properties=species:S:1:pos:R:3:mulliken_spin:R:1
O -3.169 0.116 -0.909 -0.16
C -2.504 0.512 0.029 0.48
N -1.205 -0.046 0.113 0.06
C -0.325 -0.080 -0.979 1.04
O -0.761 -0.488 -2.134 -0.18
O 0.830 0.239 -0.745 -0.03
H -2.865 1.153 1.011 -0.08
H -0.710 -0.059 1.003 -0.14
H -1.643 -0.866 -2.402 0.04
H 2.233 -3.552 -0.774 -0.04
H 0.720 -3.938 -0.706 -0.03
O 1.548 -4.091 -1.175 0.13
H 3.497 1.313 -2.139 -0.02
H 2.647 -0.083 -2.112 0.01
O 3.104 0.591 -2.620 0.05
H -1.099 1.807 2.565 0.08
H -1.392 3.268 2.779 -0.14
O -1.834 2.435 2.571 0.31
H 1.330 0.963 1.572 0.52
H 0.953 0.281 2.967 0.05
O 0.645 0.525 2.085 -0.95
```

The largest force on an atom is 0.059 hartree/bohr. The spin multiplicity is 2. The HOMO energy (spin up / spin down) is 0.27 / -7.18 eV. Its total charge is -1. As for the HOMO-LUMO gap (spin up / spin down): 2.791 / 10.113 eV. The LUMO energy (spin up / spin down) is 3.06 / 2.94 eV. Its expectation value of S² is 0.75. The value obtained for the total energy is -18074.5322 eV.

(7)
A cluster of 4 separate species, C2H11O3S in total, computed with wB97M-V/def2-TZVPD.

```
17
Properties=species:S:1:pos:R:3:nbo_charge:R:1
C -0.321 -0.557 1.565 -0.66
C -0.269 -0.193 0.007 -0.53
S 1.284 -0.815 -0.762 -0.71
H 0.397 0.069 2.065 0.20
H -0.079 -1.617 1.505 0.23
H -1.359 -0.578 1.929 0.16
H -0.389 0.903 -0.051 0.16
H -1.153 -0.575 -0.516 0.18
H -0.653 -2.265 -2.727 0.47
H -0.307 -0.768 -2.736 0.50
O -0.716 -1.468 -3.271 -0.98
H -3.546 0.781 1.715 0.46
H -2.004 0.942 1.841 0.48
O -2.824 1.401 1.560 -0.95
H 1.152 2.519 1.533 0.45
H 1.873 1.315 1.197 0.49
O 2.061 2.259 1.357 -0.95
```

The largest force on an atom is 0.061 hartree/bohr. The calculation puts the energy relative to the best compared isomer or geometry (same formula, charge and spin) at 1.208 eV. The spin multiplicity is 1. The HOMO energy is -3.08 eV. Its total charge is -1. As for the HOMO-LUMO gap: 6.476 eV. The LUMO energy is 3.40 eV. The value obtained for the total energy is -19231.0891 eV.

(8)
A cluster of 4 separate species, C2H11O4 in total, computed with wB97M-V/def2-TZVPD.

```
17
Properties=species:S:1:pos:R:3:nbo_charge:R:1
C -0.132 -0.732 -1.100 -0.03
O 0.073 0.307 -0.259 -0.91
C -1.613 -1.078 -1.183 -0.65
H 0.108 -0.475 -2.241 0.07
H 0.675 -1.528 -0.980 0.13
H -1.679 -2.129 -1.715 0.18
H -2.071 -1.239 -0.173 0.18
H -2.103 -0.191 -1.594 0.23
H -1.059 2.223 -1.724 0.43
H -0.677 1.457 -0.602 0.49
O -1.377 2.243 -0.830 -1.04
H -0.813 -0.775 2.341 0.44
H 0.054 -0.282 1.226 0.50
O 0.120 -0.381 2.231 -1.02
H 2.253 0.069 1.637 0.49
H 2.413 -0.209 0.228 0.48
O 2.855 -0.427 1.019 -0.97
```

The largest force on an atom is 0.060 hartree/bohr. The calculation puts the energy relative to the best compared isomer or geometry (same formula, charge and spin) at 1.118 eV. The spin multiplicity is 1. The HOMO energy is -4.50 eV. Its total charge is -1. As for the HOMO-LUMO gap: 8.622 eV. The LUMO energy is 4.12 eV. The value obtained for the total energy is -10442.7707 eV.

(9)
A cluster of 5 separate species, C2H11O6 in total, computed with wB97M-V/def2-TZVPD.

```
19
Properties=species:S:1:pos:R:3:nbo_charge:R:1
O -0.208 -1.452 -0.284 -0.85
C -0.128 -0.761 -1.356 0.77
O -0.923 -0.830 -2.303 -0.75
C 0.999 0.299 -1.452 -0.77
H 0.618 1.225 -1.002 0.23
H 1.850 -0.025 -0.872 0.21
H 1.103 0.620 -2.487 0.21
H 1.487 -1.510 0.540 0.49
H 2.455 -2.107 -0.401 0.46
O 2.375 -1.955 0.546 -0.99
H -1.864 2.534 0.106 0.49
H -1.204 2.317 -1.355 0.48
O -1.274 2.864 -0.573 -0.98
H -0.225 1.653 2.255 0.49
H -1.539 1.013 1.911 0.48
O -1.144 1.868 2.097 -0.97
H 0.172 -1.198 1.584 0.50
H 0.847 -0.771 2.794 0.46
O 0.024 -0.567 2.324 -0.98
```

The largest force on an atom is 0.034 hartree/bohr. The calculation puts the energy relative to the best compared isomer or geometry (same formula, charge and spin) at 1.016 eV. The spin multiplicity is 1. The HOMO energy is -4.90 eV. Its total charge is -1. As for the HOMO-LUMO gap: 8.495 eV. The LUMO energy is 3.59 eV. The value obtained for the total energy is -14539.6207 eV.

(10)
A structure of composition C2H12BeFO6, computed with wB97M-V/def2-TZVPD.

```
22
Properties=species:S:1:pos:R:3:nbo_charge:R:1
Be 5.305 -7.611 12.291 1.71
F 5.195 -7.595 13.818 -0.88
O 3.680 -3.633 9.662 -1.01
C 4.760 -4.512 9.978 -0.09
C 4.318 -5.533 10.974 -0.06
O 5.348 -6.248 11.542 -1.13
H 5.489 -3.845 10.486 0.12
H 5.183 -4.966 9.044 0.08
H 3.653 -6.273 10.558 0.09
H 3.787 -4.974 11.746 0.15
O 6.823 -8.430 11.995 -0.97
H 6.992 -9.206 12.577 0.49
H 7.563 -8.486 11.405 0.51
O 4.225 -8.694 11.690 -0.99
H 3.872 -9.235 12.416 0.51
H 3.546 -8.830 11.018 0.53
O 7.831 -5.563 10.515 -0.98
H 6.899 -5.644 10.702 0.51
H 8.018 -6.178 9.827 0.44
O 5.538 -5.861 15.703 -0.96
H 5.526 -6.364 14.918 0.50
H 6.449 -5.732 15.900 0.45
```

The largest force on an atom is 0.071 hartree/bohr. The calculation puts the energy relative to the best compared isomer or geometry (same formula, charge and spin) at 0.056 eV. The spin multiplicity is 1. The HOMO energy is -1.61 eV. Its total charge is -1. As for the HOMO-LUMO gap: 3.146 eV. The LUMO energy is 1.54 eV. The value obtained for the total energy is -17675.4014 eV.

(11)
A cluster of 3 separate species, C2H12N2O2 in total, computed with wB97M-V/def2-TZVPD.

```
18
Properties=species:S:1:pos:R:3:nbo_charge:R:1
N 1.635 1.402 -0.945 -0.85
C 2.107 0.012 -1.084 -0.22
C 1.749 -0.524 -2.508 -0.22
N 1.249 -1.880 -2.441 -0.84
H 1.705 1.804 -0.025 0.36
H 0.679 1.443 -1.254 0.34
H 1.606 -0.564 -0.305 0.17
H 3.180 -0.134 -1.018 0.19
H 1.078 0.243 -2.919 0.16
H 2.665 -0.518 -3.098 0.19
H 0.249 -1.921 -2.354 0.35
H 1.442 -2.418 -3.287 0.36
H -5.006 -1.084 2.661 0.47
H -3.740 -0.234 2.341 0.46
O -4.052 -1.002 2.833 -0.94
H -1.838 1.838 2.378 0.45
H -2.131 1.467 3.728 0.46
O -1.383 1.813 3.209 -0.92
```

The largest force on an atom is 0.026 hartree/bohr. The calculation puts the energy relative to the best compared isomer or geometry (same formula, charge and spin) at 1.171 eV. The spin multiplicity is 1. The SMILES is NCCN.O.O. The HOMO energy is -8.92 eV. Its total charge is 0. As for the HOMO-LUMO gap: 9.213 eV. The LUMO energy is 0.29 eV. The value obtained for the total energy is -9343.0321 eV.

(12)
A cluster of 3 separate species, C2H12N2O2 in total, computed with wB97M-V/def2-TZVPD.

```
18
Properties=species:S:1:pos:R:3:nbo_charge:R:1
N -1.148 -1.130 -0.051 -0.84
C -0.192 -0.977 -1.118 -0.22
C 1.177 -0.344 -0.741 -0.23
N 1.078 1.003 0.013 -0.90
H -1.158 -0.207 0.287 0.37
H -2.090 -1.242 -0.427 0.37
H 0.206 -1.915 -1.645 0.19
H -0.599 -0.406 -1.943 0.17
H 1.515 -0.073 -1.739 0.20
H 2.000 -0.960 -0.319 0.19
H 1.845 1.592 -0.370 0.37
H 1.164 0.980 1.012 0.38
H -0.251 -1.803 1.854 0.50
H -1.102 -1.640 3.270 0.48
O -0.227 -1.530 2.839 -0.99
H -1.086 3.275 -0.892 0.45
H -0.156 2.418 -0.074 0.49
O -0.975 2.961 0.043 -0.97
```

The largest force on an atom is 0.056 hartree/bohr. The calculation puts the energy relative to the best compared isomer or geometry (same formula, charge and spin) at 1.079 eV. The spin multiplicity is 1. The SMILES is NCCN.O.O. The HOMO energy is -9.88 eV. Its total charge is 0. As for the HOMO-LUMO gap: 10.613 eV. The LUMO energy is 0.74 eV. The value obtained for the total energy is -9343.1241 eV.

Q: What is the total charge in the eighth record?
A: -1

Please write out number 6 again, unchanged.
A cluster of 5 separate species, C2H11NO7 in total, computed with wB97M-V/def2-TZVPD.

```
21
Properties=species:S:1:pos:R:3:mulliken_spin:R:1
O -3.169 0.116 -0.909 -0.16
C -2.504 0.512 0.029 0.48
N -1.205 -0.046 0.113 0.06
C -0.325 -0.080 -0.979 1.04
O -0.761 -0.488 -2.134 -0.18
O 0.830 0.239 -0.745 -0.03
H -2.865 1.153 1.011 -0.08
H -0.710 -0.059 1.003 -0.14
H -1.643 -0.866 -2.402 0.04
H 2.233 -3.552 -0.774 -0.04
H 0.720 -3.938 -0.706 -0.03
O 1.548 -4.091 -1.175 0.13
H 3.497 1.313 -2.139 -0.02
H 2.647 -0.083 -2.112 0.01
O 3.104 0.591 -2.620 0.05
H -1.099 1.807 2.565 0.08
H -1.392 3.268 2.779 -0.14
O -1.834 2.435 2.571 0.31
H 1.330 0.963 1.572 0.52
H 0.953 0.281 2.967 0.05
O 0.645 0.525 2.085 -0.95
```

The largest force on an atom is 0.059 hartree/bohr. The spin multiplicity is 2. The HOMO energy (spin up / spin down) is 0.27 / -7.18 eV. Its total charge is -1. As for the HOMO-LUMO gap (spin up / spin down): 2.791 / 10.113 eV. The LUMO energy (spin up / spin down) is 3.06 / 2.94 eV. Its expectation value of S² is 0.75. The value obtained for the total energy is -18074.5322 eV.